{"formula": "C80H220N20O20", "method": "wB97M-V/def2-TZVPD", "lumo_energy_ev": 0.2, "total_energy_ev": -157259.283, "gap_ha": 0.31933, "e_homo_ha": -0.3110, "species": ["C", "C", "C", "O", "C", "N", "H", "H", "H", "H", "H", "H", "H", "H", "H", "H", "H", "C", "C", "C", "O", "C", "N", "H", "H", "H", "H", "H", "H", "H", "H", "H", "H", "H", "C", "C", "C", "O", "C", "N", "H", "H", "H", "H", "H", "H", "H", "H", "H", "H", "H", "C", "C", "C", "O", "C", "N", "H", "H", "H", "H", "H", "H", "H", "H", "H", "H", "H", "C", "C", "C", "O", "C", "N", "H", "H", "H", "H", "H", "H", "H", "H", "H", "H", "H", "C", "C", "C", "O", "C", "N", "H", "H", "H", "H", "H", "H", "H", "H", "H", "H", "H", "C", "C", "C", "O", "C", "N", "H", "H", "H", "H", "H", "H", "H", "H", "H", "H", "H", "C", "C", "C", "O", "C", "N", "H", "H", "H", "H", "H", "H", "H", "H", "H", "H", "H", "C", "C", "C", "O", "C", "N", "H", "H", "H", "H", "H", "H", "H", "H", "H", "H", "H", "C", "C", "C", "O", "C", "N", "H", "H", "H", "H", "H", "H", "H", "H", "H", "H", "H", "C", "C", "C", "O", "C", "N", "H", "H", "H", "H", "H", "H", "H", "H", "H", "H", "H", "C", "C", "C", "O", "C", "N", "H", "H", "H", "H", "H", "H", "H", "H", "H", "H", "H", "C", "C", "C", "O", "C", "N", "H", "H", "H", "H", "H", "H", "H", "H", "H", "H", "H", "C", "C", "C", "O", "C", "N", "H", "H", "H", "H", "H", "H", "H", "H", "H", "H", "H", "C", "C", "C", "O", "C", "N", "H", "H", "H", "H", "H", "H", "H", "H", "H", "H", "H", "C", "C", "C", "O", "C", "N", "H", "H", "H", "H", "H", "H", "H", "H", "H", "H", "H", "C", "C", "C", "O", "C", "N", "H", "H", "H", "H", "H", "H", "H", "H", "H", "H", "H", "C", "C", "C", "O", "C", "N", "H", "H", "H", "H", "H", "H", "H", "H", "H", "H", "H", "C", "C", "C", "O", "C", "N", "H", "H", "H", "H", "H", "H", "H", "H", "H", "H", "H", "C", "C", "C", "O", "C", "N", "H", "H", "H", "H", "H", "H", "H", "H", "H", "H", "H"], "positions_angstrom": [[-7.5093, -2.7641, 0.4058], [-6.3894, -3.4681, -0.4026], [-6.9800, -4.8159, -0.9339], [-6.0950, -5.8539, -1.5251], [-5.4338, -5.3357, -2.8163], [-6.2534, -2.5270, -1.4816], [-8.3177, -2.4747, -0.2656], [-7.1258, -1.8075, 0.7607], [-7.9760, -3.2660, 1.2534], [-5.5317, -3.5355, 0.2667], [-7.6874, -4.5583, -1.7223], [-7.6306, -5.2527, -0.1763], [-4.7154, -5.9988, -3.2983], [-4.8133, -4.5040, -2.4825], [-6.1765, -4.8367, -3.4388], [-5.9021, -1.6980, -1.0241], [-5.5882, -2.7288, -2.2144], [0.5465, 0.5981, -1.1245], [-0.5181, -0.0932, -0.1792], [0.1283, -0.9342, 0.9267], [0.6177, -2.1066, 0.2381], [1.1624, -3.1372, 1.0598], [-1.3788, 1.0076, 0.4289], [1.0487, -0.1331, -1.7580], [1.1608, 1.3243, -0.5922], [0.1372, 1.4120, -1.7230], [-1.1300, -0.7966, -0.7439], [-0.5068, -1.2213, 1.7647], [0.9962, -0.4048, 1.3200], [0.4656, -3.5860, 1.7677], [1.9656, -2.6982, 1.6517], [1.5418, -3.9601, 0.4541], [-2.0414, 0.6508, 1.1026], [-1.9435, 1.2345, -0.3772], [5.9620, -0.0844, 2.6948], [7.3317, 0.6302, 2.7129], [8.0975, 0.4219, 4.0243], [7.3167, 1.1491, 4.9596], [7.5805, 0.8497, 6.3844], [8.1644, 0.2928, 1.5473], [6.0114, -1.1729, 2.6678], [5.4716, 0.1629, 1.7533], [5.2441, 0.1389, 3.4841], [7.1925, 1.7080, 2.6293], [9.1575, 0.6717, 3.9805], [8.2097, -0.6175, 4.3328], [8.5126, 1.3634, 6.6197], [7.7249, -0.2137, 6.5754], [6.7952, 1.3155, 6.9797], [8.0285, -0.6824, 1.3224], [7.6877, 0.7160, 0.7639], [-2.0257, 4.1616, -5.9130], [-3.1237, 5.2911, -5.8290], [-2.8797, 6.4440, -4.8826], [-3.9646, 7.4546, -4.8228], [-5.0785, 6.9181, -4.1363], [-3.3697, 5.7279, -7.2199], [-1.1688, 4.4064, -6.5407], [-2.4216, 3.2365, -6.3321], [-1.7029, 3.8491, -4.9200], [-4.0248, 4.7479, -5.5444], [-2.0571, 7.0297, -5.2930], [-2.5105, 6.0938, -3.9186], [-5.9933, 7.0033, -4.7228], [-5.2474, 7.5961, -3.2997], [-4.9247, 5.8558, -3.9462], [-4.2579, 5.3658, -7.5364], [-3.6078, 6.7056, -7.1339], [-3.2422, 5.4032, -0.5427], [-3.6714, 6.8337, -0.2557], [-2.7602, 7.8690, -0.9946], [-1.4982, 7.7928, -0.5338], [-0.5302, 8.4244, -1.3368], [-5.0314, 7.0623, -0.6175], [-2.2130, 5.2938, -0.2008], [-3.3305, 5.2251, -1.6144], [-3.8430, 4.6603, -0.0180], [-3.5600, 6.9605, 0.8211], [-3.1646, 8.8331, -0.6860], [-2.9254, 7.8365, -2.0715], [0.4729, 8.3752, -0.9131], [-0.6727, 9.5048, -1.3127], [-0.6888, 8.1274, -2.3735], [-5.2662, 8.0402, -0.5238], [-5.6879, 6.5445, -0.0510], [5.0695, 6.2172, -3.2529], [4.1128, 6.0818, -2.1061], [2.6776, 5.6993, -2.6946], [2.4452, 6.5838, -3.8079], [1.1885, 6.4778, -4.5275], [4.5694, 5.1461, -1.0907], [5.2728, 5.3351, -3.8601], [6.0520, 6.4045, -2.8198], [4.7476, 7.0155, -3.9217], [4.2219, 7.0977, -1.7263], [1.9910, 5.9118, -1.8751], [2.5744, 4.6551, -2.9895], [1.2737, 5.5990, -5.1668], [1.1034, 7.2785, -5.2621], [0.4121, 6.3801, -3.7687], [3.8696, 5.0214, -0.3731], [4.8477, 4.2900, -1.5486], [-0.2361, 1.8476, 5.0829], [0.0392, 1.4575, 6.5195], [1.4201, 1.7035, 6.9171], [2.4382, 1.3578, 5.9776], [3.7836, 1.3407, 6.4558], [-0.8216, 2.2955, 7.2979], [0.4262, 1.3322, 4.3873], [-0.2349, 2.9336, 4.9898], [-1.2232, 1.4714, 4.8141], [-0.1710, 0.3909, 6.5999], [1.5579, 1.0420, 7.7723], [1.6465, 2.7366, 7.1809], [4.0000, 2.1380, 7.1670], [4.4277, 1.4480, 5.5830], [4.0925, 0.3792, 6.8659], [-0.5389, 2.0963, 8.2468], [-0.5681, 3.2648, 7.1701], [4.3876, -1.0638, -8.4134], [5.4805, -0.5878, -7.4441], [5.5709, -1.5238, -6.2345], [4.3020, -1.5591, -5.5615], [4.3506, -2.3945, -4.4058], [6.6041, -0.4464, -8.2154], [3.3506, -1.0856, -8.0785], [4.6201, -2.0883, -8.7039], [4.3138, -0.6231, -9.4076], [5.1581, 0.3838, -7.0696], [6.4416, -1.2329, -5.6469], [5.7260, -2.5439, -6.5860], [3.3689, -2.6243, -3.9917], [5.0109, -1.8184, -3.7575], [4.7586, -3.3868, -4.5977], [7.5081, -0.6354, -7.8066], [6.6335, 0.3139, -8.8796], [1.6101, -7.9089, 0.2109], [0.5805, -7.2898, 1.1522], [-0.8362, -7.2422, 0.5416], [-0.9651, -6.1747, -0.3990], [-2.2413, -5.5908, -0.6510], [0.6114, -8.1643, 2.3236], [1.6927, -8.9954, 0.2406], [2.5410, -7.3496, 0.3046], [1.3267, -7.6270, -0.8032], [0.8840, -6.3010, 1.4961], [-1.6007, -7.0932, 1.3041], [-1.0381, -8.1965, 0.0552], [-3.0492, -6.2047, -1.0493], [-2.1999, -4.7138, -1.2969], [-2.6299, -5.1520, 0.2680], [-0.1146, -7.7138, 2.8622], [0.2514, -9.0809, 2.0994], [-6.3505, 2.7830, 1.0120], [-7.4517, 1.7776, 0.6410], [-8.6510, 2.6239, -0.0421], [-9.1286, 3.6770, 0.8645], [-9.4544, 4.8735, 0.1344], [-6.9277, 0.8491, -0.3332], [-6.5438, 3.1950, 2.0025], [-6.2768, 3.4751, 0.1731], [-5.3306, 2.4133, 1.1184], [-7.8573, 1.3270, 1.5468], [-9.5210, 1.9939, -0.2268], [-8.3409, 2.9972, -1.0182], [-9.8603, 5.5364, 0.8985], [-10.2553, 4.6624, -0.5742], [-8.5213, 5.3294, -0.1968], [-6.1772, 0.2581, -0.0053], [-7.5842, 0.1689, -0.6889], [2.3296, -8.0709, 7.5586], [1.4643, -8.0980, 6.2872], [0.5297, -6.8571, 5.9512], [-0.2976, -7.0021, 4.8062], [-1.3784, -6.0521, 4.7865], [2.3503, -8.3044, 5.1704], [2.8432, -9.0176, 7.7265], [1.7284, -7.9362, 8.4577], [3.1239, -7.3265, 7.5039], [0.8179, -8.9417, 6.5288], [1.1516, -5.9642, 5.8867], [-0.0161, -6.6934, 6.8804], [-1.8435, -5.9223, 5.7638], [-2.1786, -6.3727, 4.1195], [-1.2069, -5.0339, 4.4374], [1.9037, -8.2208, 4.2684], [2.9791, -7.5219, 5.2814], [-3.5786, 0.1616, -3.6511], [-2.8028, -1.2032, -3.3837], [-3.1458, -2.3934, -4.3831], [-4.5184, -2.4761, -4.6768], [-4.9253, -3.3869, -5.7336], [-1.3685, -0.8392, -3.4141], [-4.6575, 0.0886, -3.5140], [-3.6732, 0.4206, -4.7056], [-3.2522, 1.0046, -3.0421], [-2.9916, -1.6190, -2.3940], [-2.8827, -3.3218, -3.8761], [-2.4886, -2.3000, -5.2477], [-4.3748, -3.3863, -6.6743], [-5.9019, -3.1422, -6.1512], [-5.1096, -4.4275, -5.4666], [-0.8430, -1.6986, -3.3399], [-1.1628, -0.2469, -2.6223], [-2.9254, 3.7514, 4.5239], [-4.0152, 3.2411, 5.5073], [-4.1981, 4.0400, 6.8417], [-5.1449, 3.4740, 7.7458], [-4.6953, 2.4302, 8.5878], [-5.2667, 3.1022, 4.8656], [-2.0231, 3.8439, 5.1283], [-3.1742, 4.7751, 4.2444], [-2.9401, 3.0730, 3.6708], [-3.6706, 2.2606, 5.8358], [-4.4242, 5.1061, 6.8223], [-3.1992, 4.0284, 7.2778], [-3.8423, 2.7152, 9.2036], [-4.4407, 1.5937, 7.9372], [-5.4861, 2.0978, 9.2603], [-5.2236, 2.3096, 4.2411], [-5.9456, 2.9044, 5.5867], [0.6351, 4.0810, 1.7525], [1.2547, 5.3505, 2.3458], [2.6015, 5.7862, 1.7423], [3.5343, 4.7070, 1.6112], [4.1984, 4.4272, 2.8120], [0.2536, 6.4553, 2.3472], [0.3700, 4.2143, 0.7036], [-0.3661, 3.9406, 2.1599], [1.3024, 3.2423, 1.9513], [1.4671, 5.0776, 3.3795], [3.0495, 6.6071, 2.3022], [2.5130, 6.0546, 0.6896], [3.5926, 4.8573, 3.6095], [5.1415, 4.9638, 2.9160], [4.1552, 3.3563, 3.0108], [0.6368, 7.3883, 2.2948], [-0.3729, 6.4656, 1.5551], [1.5747, -4.8493, -2.4453], [0.4767, -4.2183, -3.3850], [-0.5136, -5.1851, -4.0193], [-0.0143, -6.2041, -4.9486], [0.7641, -5.8712, -6.0548], [-0.2037, -3.3729, -2.4381], [1.0524, -5.4342, -1.6881], [2.3231, -4.1880, -2.0086], [2.1059, -5.7245, -2.8193], [1.0020, -3.7318, -4.2068], [-1.1551, -4.5073, -4.5825], [-1.2340, -5.6822, -3.3695], [0.5955, -4.8861, -6.4899], [0.8698, -6.5899, -6.8674], [1.7897, -5.7144, -5.7207], [-0.7506, -3.7978, -1.7029], [0.4030, -2.8119, -1.8574], [-3.4928, -0.3391, 5.5125], [-3.3869, -0.8376, 4.0925], [-4.4075, -1.9750, 3.5115], [-4.4378, -2.1358, 2.0738], [-3.1523, -2.5782, 1.6103], [-3.3834, 0.3655, 3.2207], [-2.6026, 0.1495, 5.9087], [-3.5471, -1.2189, 6.1536], [-4.3306, 0.2815, 5.8306], [-2.3879, -1.2451, 3.9371], [-5.4222, -1.6696, 3.7668], [-4.4256, -2.9531, 3.9922], [-2.7751, -3.3869, 2.2363], [-2.4081, -1.7820, 1.5951], [-3.3160, -2.9035, 0.5829], [-3.0873, 1.1895, 3.7241], [-4.3248, 0.5994, 2.9395], [4.7967, 3.0763, -5.5018], [5.9276, 2.3850, -4.7507], [5.5641, 1.2891, -3.7164], [5.1576, 1.8583, -2.5059], [3.7488, 1.8279, -2.2732], [6.8524, 2.0372, -5.7858], [5.1132, 3.6014, -6.4030], [4.1149, 3.5585, -4.8012], [4.2354, 2.2754, -5.9831], [6.4350, 3.1909, -4.2205], [6.5408, 0.8575, -3.4975], [4.9989, 0.4447, -4.1111], [3.4593, 2.7598, -1.7876], [3.3122, 1.0365, -1.6639], [3.2024, 1.8619, -3.2158], [7.3039, 2.8580, -6.1634], [7.4491, 1.2351, -5.6420], [7.4082, -4.5171, 0.1953], [5.9109, -4.2858, 0.1629], [5.4453, -3.1940, -0.7450], [5.8595, -2.0184, -0.0230], [5.5082, -0.8256, -0.7703], [5.2253, -5.5240, -0.1905], [7.6354, -5.3193, 0.8973], [7.9017, -3.6136, 0.5533], [7.9090, -4.8145, -0.7261], [5.5294, -4.1130, 1.1692], [4.3679, -3.3261, -0.8452], [5.9062, -3.2189, -1.7324], [6.2289, -0.0731, -0.4503], [4.5432, -0.4104, -0.4795], [5.5157, -0.9257, -1.8556], [5.2047, -6.2181, 0.5429], [5.7143, -5.8093, -1.0269], [1.1027, -0.1416, -5.2144], [0.5645, -0.7267, -6.4798], [0.3276, 0.1790, -7.6649], [-0.7596, 1.1193, -7.5122], [-0.7449, 2.0495, -8.5679], [1.3781, -1.8777, -6.7376], [2.1582, 0.1266, -5.1692], [1.0402, -0.9396, -4.4746], [0.4035, 0.6130, -4.8539], [-0.4410, -1.0942, -6.2748], [0.0322, -0.3867, -8.5486], [1.2710, 0.6863, -7.8667], [-1.6242, 2.6936, -8.5837], [-0.7287, 1.5075, -9.5135], [0.1309, 2.6938, -8.6451], [2.3256, -1.5340, -6.6728], [1.1771, -2.6039, -6.0651], [-1.7208, -3.4035, 7.5296], [-0.3819, -3.7863, 7.9929], [0.8328, -2.7572, 7.6916], [1.4417, -2.9951, 6.4270], [1.2104, -1.9468, 5.5101], [-0.5625, -4.0181, 9.4335], [-2.4902, -4.1580, 7.6933], [-1.7623, -3.2889, 6.4464], [-2.0409, -2.4319, 7.9059], [-0.1785, -4.7545, 7.5354], [1.5617, -2.7942, 8.5011], [0.3630, -1.7739, 7.7121], [1.5490, -0.9891, 5.9053], [0.1472, -1.9947, 5.2747], [1.6380, -2.1657, 4.5316], [0.2964, -4.0219, 9.9650], [-1.0011, -3.1519, 9.7118]]}